1.
# C3H3ClFO2

The ion C3H3ClFO2 with charge -1 (ωB97M-V/def2-TZVPD, the Open Molecules 2025 dataset).

Last column: Löwdin charge in e.
Positions of all 10 atoms, in Å:
C 0.167 -0.018 -0.130  -0.022
C -0.555 -1.114 -1.482  -0.634
F -1.511 -1.906 -0.732  -0.127
Cl 0.713 -2.282 -1.931  0.594
C -1.174 -0.299 -2.637  -0.795
O -0.491 -0.484 -3.670  -0.104
O -2.098 0.429 -2.332  -0.013
H 0.344 -0.592 0.751  0.015
H -0.748 0.594 0.003  0.043
H 0.998 0.652 -0.388  0.044

Computed properties:
DFT total energy	-826.68586	Eh
multiplicity	1
max |F|	5.0	eV Å⁻¹
charge	-1
relative energy (zero: lowest compared OMol25 entry of this formula, charge and spin)	61.44	kJ/mol
LUMO level	0.13845	hartree
SMILES	C[C@](F)(Cl)C(=O)[O-]

***

2.
# C11H23FNNiO2P2

A structure of composition C11H23FNNiO2P2 (ωB97M-V/def2-TZVPD, the Open Molecules 2025 dataset).

Last column: Löwdin charge in e.
Positions of all 41 atoms, in Å:
Ni -0.977 -0.468 0.680  0.279
P -0.549 1.738 1.713  0.807
C 1.237 1.398 1.180  -0.232
C 1.708 -0.008 1.022  -0.266
N 0.792 -0.934 0.647  -0.011
C 1.105 -2.113 0.077  -0.288
C 2.427 -2.502 0.051  0.001
C 3.401 -1.614 0.500  -0.009
C 3.043 -0.354 0.953  0.004
C -0.078 -2.887 -0.467  -0.245
P -1.356 -1.726 -1.023  0.820
H 3.779 0.389 1.211  0.125
H 2.650 -3.485 -0.327  0.122
H 4.435 -1.913 0.461  0.119
H 0.218 -3.545 -1.282  0.096
H -0.557 -3.476 0.322  0.107
H 1.390 1.906 0.207  0.075
H 1.875 1.942 1.874  0.090
H 0.571 1.951 -1.746  -0.026
O 1.510 2.091 -1.850  -0.066
H 1.623 3.059 -1.924  0.070
H -1.447 0.483 -1.718  -0.053
O -1.326 1.434 -1.857  -0.077
H -1.506 1.503 -2.791  0.063
C -1.068 -1.646 -2.833  -0.229
H -0.783 -2.643 -3.213  0.060
H -1.976 -1.324 -3.375  0.064
H -0.245 -0.952 -3.076  0.059
C -3.017 -2.394 -0.835  -0.244
H -3.729 -1.634 -1.187  0.062
H -3.147 -3.318 -1.409  0.059
H -3.189 -2.572 0.232  0.051
C -0.137 2.085 3.436  -0.201
H 0.613 2.883 3.478  0.060
H -0.978 2.380 4.070  0.062
H 0.315 1.182 3.860  0.063
C -1.044 3.258 0.862  -0.183
H -2.005 3.655 1.224  0.070
H -0.278 4.033 0.998  0.065
H -1.147 3.042 -0.208  0.025
F -2.153 1.097 2.063  -0.346

Computed properties:
DFT total energy	-2928.83251	Eh
multiplicity	3
max |F|	2.6	eV Å⁻¹
charge	+1
expectation value of S²	2.01
LUMO level (spin up / spin down)	-0.10430 / -0.13719	hartree

***

3.
# C9H24ClO3Y

A structure of composition C9H24ClO3Y (ωB97M-V/def2-TZVPD, the Open Molecules 2025 dataset).

Last column: Löwdin charge in e.
Positions of all 38 atoms, in Å:
Y 2.430 -2.539 -1.254  1.670
Cl 0.533 -1.583 -0.513  0.803
C -1.623 -0.575 2.142  -0.043
C -1.650 -1.883 1.434  -0.522
C -2.693 -2.915 1.946  -0.027
O -1.829 -1.748 0.052  -0.121
H -1.663 -0.815 3.205  0.106
H -2.282 0.153 1.670  0.098
H -0.657 -0.071 2.123  0.050
H -0.706 -2.401 1.598  0.098
H -3.672 -2.457 1.805  0.089
H -2.729 -3.158 3.008  0.085
H -2.734 -3.879 1.439  0.082
H -0.981 -1.642 -0.386  -0.189
C 3.886 0.742 0.078  0.015
C 2.485 0.232 -0.493  -0.388
C 1.928 1.321 -1.438  -0.044
O 2.836 -0.927 -1.239  -0.354
H 4.403 1.162 -0.786  0.094
H 4.606 0.113 0.600  0.091
H 3.751 1.604 0.731  0.109
H 1.697 0.109 0.251  0.067
H 2.334 1.496 -2.434  0.119
H 1.991 2.333 -1.039  0.121
H 0.907 1.056 -1.713  0.047
H 3.081 -0.616 -2.114  0.184
C -0.249 1.416 0.275  -0.052
C -1.347 1.005 -0.773  -0.393
C -2.129 2.181 -1.453  -0.007
O -0.597 0.262 -1.736  -0.159
H -0.772 1.881 1.111  0.104
H 0.451 2.142 -0.137  0.070
H 0.315 0.545 0.608  0.010
H -2.222 0.393 -0.553  0.124
H -3.052 1.867 -1.940  0.091
H -1.493 2.723 -2.154  0.081
H -2.371 2.916 -0.686  0.088
H -0.182 -0.444 -1.235  -0.196

Computed properties:
DFT total energy	-1080.55107	Eh
multiplicity	1
max |F|	19.2	eV Å⁻¹
charge	+2
relative energy (zero: lowest compared OMol25 entry of this formula, charge and spin)	0.00	kJ/mol
LUMO level	-0.38279	hartree

***

4.
# C19H51InN4O9P3

A structure of composition C19H51InN4O9P3 (ωB97M-V/def2-TZVPD, the Open Molecules 2025 dataset).

Last column: Löwdin charge in e.
Positions of all 87 atoms, in Å:
C 7.398 -1.922 -0.628  -0.058
C 6.627 -2.922 -1.492  -0.601
O 7.276 -3.790 -2.079  0.000
N 5.239 -2.836 -1.588  -0.175
C 4.836 -2.411 -2.940  -0.173
In 4.287 -1.598 -0.066  0.490
C 4.430 0.564 -0.577  -0.257
C 3.094 1.327 -0.490  -0.770
N 2.625 1.290 0.900  0.063
N 3.269 2.752 -0.875  0.054
N 2.128 0.764 -1.431  0.078
P 1.842 -2.216 0.264  0.666
C 1.660 -3.620 1.468  -0.411
C 0.960 -2.709 -1.302  -0.404
H 7.073 -0.906 -0.864  0.059
H 7.202 -2.094 0.430  0.036
H 8.458 -2.050 -0.827  0.071
H 4.454 -1.381 -2.951  0.043
H 4.040 -3.059 -3.322  0.062
H 5.669 -2.478 -3.644  0.074
H 5.061 -1.884 1.500  -0.082
H 4.906 0.732 -1.550  0.036
H 5.096 1.008 0.172  0.034
H 1.889 0.596 0.993  0.012
H 3.372 0.950 1.492  0.049
H 3.959 3.170 -0.261  0.060
H 3.640 2.718 -1.818  0.061
H 2.511 -0.062 -1.868  0.027
H 1.267 0.502 -0.971  0.044
H 0.971 -3.324 2.259  0.000
H 2.625 -3.780 1.950  0.003
H 1.309 -4.549 1.013  0.013
H 1.551 -2.481 -2.190  0.000
H 0.712 -3.773 -1.338  0.013
H 0.033 -2.141 -1.396  0.003
O -2.543 -4.566 4.488  -0.217
P -3.451 -4.700 3.347  0.387
O -2.911 -4.148 1.976  -0.160
C -1.676 -4.647 1.418  -0.253
C -1.835 -6.034 0.828  -0.073
O -4.689 -3.683 3.551  -0.198
C -4.863 -2.960 4.770  -0.292
C -4.339 -1.546 4.641  -0.070
O -4.258 -5.990 2.920  -0.184
C -5.260 -6.533 3.802  -0.249
C -6.644 -6.189 3.295  -0.070
H -0.897 -4.634 2.180  0.096
H -1.389 -3.943 0.638  0.115
H -2.035 -6.775 1.604  0.069
H -0.922 -6.322 0.306  0.077
H -2.670 -6.057 0.128  0.082
H -4.378 -3.479 5.598  0.105
H -5.938 -2.950 4.971  0.112
H -3.312 -1.550 4.276  0.082
H -4.366 -1.036 5.605  0.076
H -4.941 -0.978 3.930  0.076
H -5.106 -6.178 4.823  0.117
H -5.116 -7.613 3.802  0.117
H -6.913 -5.163 3.542  0.066
H -7.383 -6.851 3.748  0.076
H -6.685 -6.289 2.211  0.084
O 0.483 6.042 -3.490  -0.222
P -0.561 5.959 -2.466  0.390
O -1.222 4.549 -2.265  -0.171
C -0.404 3.401 -1.904  -0.242
C 0.033 3.433 -0.460  -0.086
O -1.861 6.765 -3.013  -0.203
C -1.802 7.534 -4.209  -0.299
C -2.378 6.764 -5.379  -0.074
O -0.509 6.552 -1.004  -0.179
C -0.379 7.971 -0.806  -0.250
C -1.708 8.566 -0.390  -0.071
H 0.459 3.342 -2.568  0.109
H -1.030 2.531 -2.097  0.116
H 0.733 4.247 -0.282  0.067
H 0.535 2.506 -0.202  0.039
H -0.825 3.577 0.201  0.082
H -0.778 7.845 -4.419  0.104
H -2.390 8.438 -4.025  0.112
H -1.904 5.786 -5.460  0.080
H -2.225 7.308 -6.312  0.074
H -3.449 6.603 -5.242  0.074
H 0.011 8.451 -1.706  0.116
H 0.358 8.104 -0.015  0.118
H -2.369 8.697 -1.245  0.065
H -1.552 9.542 0.071  0.075
H -2.210 7.907 0.318  0.084

Computed properties:
DFT total energy	-2865.13593	Eh
multiplicity	1
max |F|	3.1	eV Å⁻¹
charge	-1
LUMO level	0.07903	hartree

***

Question: Which value of max |F| does entry 4 give?
Answer: 3.1 eV Å⁻¹